# 1
Computed, not measured: a molecular structure, C4H4O4Tl in a non-equilibrium geometry, with wB97M-V/def2-TZVPD.

Its charge is -1. The total energy comes out at -628.2667 hartree. The value obtained for the molar mass is 320.46 g/mol. For the maximum force, the calculation gives 0.0497 Eh/bohr.

The geometry in XYZ format:
```
13
Properties=species:S:1:pos:R:3:forces:R:3
Tl -2.1821 0.3944 -0.5962 -1.6046 0.3347 -1.5024
O 0.6825 -1.0733 0.1924 0.0922 0.3391 1.9559
O -0.3488 -0.4047 -1.6864 -0.8026 0.1171 -0.6440
C 0.6942 -0.6989 -1.0871 1.1371 -0.0341 0.2517
C 2.0383 -0.6947 -1.7179 0.0111 -0.3129 -0.1175
C 2.4833 0.7831 -1.7710 -0.5790 0.1969 0.1963
H 2.7300 -1.3062 -1.1211 -0.2207 0.1209 -0.1074
H 1.9551 -1.1318 -2.7238 0.0592 0.1854 0.1409
H 1.8097 1.3402 -2.4520 0.1519 -0.1876 0.0950
H 2.3399 1.2422 -0.7724 0.2327 -0.1222 -0.1010
O 0.2889 -0.9714 2.4739 0.0549 0.6363 -1.2534
O -0.9409 0.3352 1.1293 0.4319 1.0622 1.1659
C -0.0479 -0.4678 1.4250 1.0358 -2.3358 -0.0800
```
Forces are in eV/Å.

---

# 2
Computed, not measured: a gas-phase ion, C5H11N2O (charge +1) in a non-equilibrium geometry, with wB97M-V/def2-TZVPD.

Its charge is +1. As for the energy relative to the best compared isomer or geometry (same formula, charge and spin): 348.0 kJ/mol. The value obtained for the molar mass is 115.16 g/mol. For the maximum force, the calculation gives 0.1321 Eh/bohr.

The geometry in XYZ format:
```
19
Properties=species:S:1:pos:R:3:forces:R:3
N -1.1091 0.2454 0.7676 -5.2869 0.8166 -4.1839
C 0.1339 0.1192 0.4625 4.8417 1.0179 0.5416
C 1.0830 -0.0284 1.4707 -0.7691 0.3539 -0.1596
N 0.5792 0.0379 2.9536 -2.4860 -1.3002 -3.6084
C 0.5567 0.4815 -0.9888 2.1413 2.2119 1.8638
C 0.1161 -0.4545 -2.0450 2.6829 -2.8352 -1.1387
C -1.2531 -0.4407 -2.5802 -0.6223 1.2924 -1.0451
O -2.0304 0.4928 -2.4474 0.5406 -1.5103 0.2442
H -1.8588 0.4018 -0.0396 2.2330 -0.2717 2.3574
H -1.4748 0.2076 1.6575 -0.9672 -0.3249 1.9072
H 2.1364 -0.2230 1.4638 0.0994 0.1786 -0.5503
H -0.0736 0.8845 2.9606 1.0448 -1.4933 0.7532
H 0.0668 -0.9213 3.0046 0.8788 2.2759 1.0092
H 1.3704 0.1268 3.5578 0.3244 0.0092 0.7174
H 1.7600 0.5735 -0.9636 -2.8635 -0.3558 -0.1445
H 0.1920 1.5958 -1.2372 0.5768 -2.4875 0.7493
H 0.3511 -1.6355 -1.8505 -0.1898 2.8804 -0.1935
H 0.8461 -0.1390 -2.8882 -1.4812 -1.0219 0.5740
H -1.3919 -1.3245 -3.2580 -0.6976 0.5639 0.3067
```
Forces are in eV/Å.

---

# 3
Computed, not measured: a molecular structure, CHBr2NO2 in a non-equilibrium geometry, with wB97M-V/def2-TZVPD.

As for the energy relative to the best compared isomer or geometry (same formula, charge and spin): 193.5 kJ/mol. The value obtained for the molar mass is 218.83 g/mol. For the maximum force, the calculation gives 0.0489 Eh/bohr.

The geometry in XYZ format:
```
7
Properties=species:S:1:pos:R:3:forces:R:3
C -0.7151 -0.7940 0.7544 0.4564 -1.2742 -1.4289
N 0.7442 0.7630 -0.9793 -1.8120 0.3430 0.0688
O 0.0372 1.6269 -1.4656 2.1173 -1.2969 0.3837
O 1.8573 0.3596 -1.0319 -0.3491 0.9949 -0.7243
Br -1.9072 0.5348 1.0303 -0.6994 0.4156 0.1348
Br 0.8574 -0.8738 1.6758 0.4402 -0.2286 0.7365
H -0.8737 -1.6165 0.0163 -0.1533 1.0462 0.8294
```
Forces are in eV/Å.

---

# 4
Computed, not measured: 3 unconnected molecules or ions with the total composition C4H6N2O2 in a non-equilibrium geometry, with wB97M-V/def2-TZVPD.

As for the energy relative to the best compared isomer or geometry (same formula, charge and spin): 548.9 kJ/mol. The value obtained for the molar mass is 114.10 g/mol. For the maximum force, the calculation gives 0.1167 Eh/bohr.

The geometry in XYZ format:
```
14
Properties=species:S:1:pos:R:3:forces:R:3
C -1.7160 -0.7971 -0.4109 -0.0338 1.3232 1.2362
C 2.7502 1.6598 0.4813 -0.6201 1.8398 -0.7057
C -1.2819 0.5590 -0.3377 3.3572 1.2390 -0.8903
C -2.2752 -1.7318 0.0754 -0.4968 -2.0053 -0.9579
N 2.1291 -0.9591 -0.2136 0.3976 -5.9831 0.2786
N 1.7012 0.0936 -0.4483 -1.0764 2.5184 -1.6022
O 2.5258 2.4338 -0.3687 0.4203 -0.2455 0.2592
O 3.0825 1.1376 1.4586 0.7293 -0.7098 1.1770
H -0.0807 0.5691 -0.5313 -3.0910 0.4296 0.1862
H -1.7847 1.1537 -1.1328 0.4683 -0.0209 0.8211
H -1.4124 0.9296 0.7061 -0.2082 -0.0231 -0.9926
H 2.0329 -1.8377 -0.9296 0.3727 1.8278 1.4651
H -2.7354 -2.6649 -0.0495 -0.4466 -0.7964 0.5759
H 2.4307 -1.2902 0.7619 0.2275 0.6063 -0.8505
```
Forces are in eV/Å.

---

# 5
Computed, not measured: C3H2NP in the gas phase in a non-equilibrium geometry, with wB97M-V/def2-TZVPD.

As for the energy relative to the best compared isomer or geometry (same formula, charge and spin): 222.0 kJ/mol. The value obtained for the molar mass is 83.03 g/mol. For the maximum force, the calculation gives 0.1593 Eh/bohr.

The geometry in XYZ format:
```
7
Properties=species:S:1:pos:R:3:forces:R:3
N 0.2432 -2.7099 0.9916 0.2398 -3.4644 1.2520
C 0.1981 -1.6466 0.6407 -0.1467 7.6213 -2.9994
C -0.1747 -0.1513 0.0490 -0.8518 2.3532 1.0410
C 0.5429 1.4591 -0.5799 -0.3583 -3.4981 1.5470
P 0.7231 2.8994 -1.1028 -0.0090 -0.6901 0.2131
H -0.7340 -0.2701 -0.8974 -0.0544 -0.4770 1.0132
H -0.7986 0.4195 0.8988 1.1805 -1.8449 -2.0670
```
Forces are in eV/Å.

---

# 6
Computed, not measured: a molecular structure, C15H36N6OYb in a non-equilibrium geometry, with wB97M-V/def2-TZVPD.

The expectation value of S² is 0.751. Its charge is +3. The spin multiplicity is 2. The total energy comes out at -2154.7843 hartree. The value obtained for the molar mass is 489.53 g/mol. For the maximum force, the calculation gives 0.0195 Eh/bohr.

The geometry in XYZ format:
```
59
Properties=species:S:1:pos:R:3:forces:R:3
Yb -0.6224 0.0373 -0.1678 -0.3575 0.0412 -0.2077
C 1.7601 2.7283 -0.0194 0.0275 0.0627 -0.0042
C 2.2838 1.4072 -0.6442 0.0750 0.0323 -0.0180
N 1.2957 0.5272 -1.3485 0.2952 0.0406 -0.3364
C 0.8978 0.9961 -2.7072 0.0244 0.0271 -0.1270
C -0.1931 0.1036 -3.3017 0.0427 0.0556 -0.1227
N -1.3773 -0.0712 -2.3961 -0.1302 -0.0827 -0.2315
C -2.2646 1.1323 -2.4094 -0.1118 -0.0487 -0.1442
C -3.6174 0.9889 -1.6786 -0.0471 -0.0023 -0.0628
C -3.7824 0.0340 -0.4921 -0.0938 -0.0217 -0.0164
N -2.7907 0.1483 0.6290 -0.3739 0.0275 0.1914
C -2.8770 1.3863 1.4678 -0.0551 0.0793 0.0789
C -1.9738 2.5125 0.9686 -0.0973 0.1072 0.0595
N -0.5365 2.0895 0.8844 -0.0036 0.1902 0.2359
C 0.2690 3.0458 0.0626 -0.0009 0.1039 -0.0023
H 2.1979 3.5649 -0.5679 -0.0334 -0.0337 0.0185
H 2.1831 2.8066 0.9858 -0.0036 0.0047 -0.0362
H 2.7291 0.7844 0.1370 -0.0574 0.0516 -0.0642
H 3.0873 1.6483 -1.3455 -0.0191 -0.0333 0.0910
H 1.7940 -0.3589 -1.4911 -0.1122 0.1500 0.0362
H 1.7579 0.9902 -3.3855 -0.0865 0.0361 0.0604
H 0.5700 2.0344 -2.6322 -0.0024 -0.0468 -0.0033
H 0.2047 -0.8931 -3.5147 -0.0104 0.0777 0.0555
H -0.5069 0.5388 -4.2568 0.0180 -0.1092 0.0678
H -1.9148 -0.8597 -2.7661 0.1062 0.1566 0.1239
H -2.4748 1.4015 -3.4528 0.0912 0.0964 0.2111
H -1.6831 1.9699 -1.9990 -0.0303 -0.0545 0.0133
H -4.3656 0.6577 -2.4049 0.0606 0.0118 0.0549
H -3.9358 1.9961 -1.3979 0.0128 -0.0342 -0.0169
H -3.7380 -1.0089 -0.8312 0.0069 0.1548 0.0511
H -4.7913 0.1885 -0.0927 0.1122 -0.0726 -0.0572
H -3.0107 -0.6325 1.2543 0.0610 0.1728 -0.1427
H -2.5864 1.1077 2.4871 -0.0501 0.0451 -0.1201
H -3.9096 1.7465 1.5184 0.0828 -0.0178 -0.0056
H -2.0830 3.3768 1.6320 0.0251 -0.0690 -0.0994
H -2.2749 2.8430 -0.0294 0.0090 -0.0187 0.0757
H -0.1532 2.1064 1.8364 -0.0823 -0.0669 -0.2477
H 0.1686 4.0508 0.4864 -0.0068 -0.0793 -0.0863
H -0.1935 3.0898 -0.9299 0.0482 -0.0036 0.0905
C 1.1903 -0.7245 3.3895 -0.1456 0.1552 0.0804
N 1.7562 -1.8033 2.5774 -0.1176 -0.0286 -0.1291
C 2.8611 -2.5363 3.2169 0.0512 -0.1434 0.0109
C 1.2273 -2.0340 1.3828 -0.0319 -0.1001 0.2126
O 0.1655 -1.3233 1.0691 0.6394 -0.7233 0.2618
N 1.6707 -2.8919 0.4537 0.0405 -0.0800 0.1472
C 2.9349 -3.6470 0.4649 0.1327 0.0773 0.1210
C 0.7613 -3.4342 -0.5541 -0.3970 0.0197 -0.1229
H 1.3298 -0.9761 4.4359 -0.0145 0.0411 0.0018
H 0.1229 -0.6259 3.2030 0.1440 0.0239 0.1021
H 1.7060 0.2177 3.1932 -0.0068 0.0578 0.0168
H 2.8135 -2.3245 4.2817 0.0218 -0.0736 -0.0680
H 3.8270 -2.1999 2.8502 0.0474 -0.0275 0.0098
H 2.7439 -3.6063 3.0877 0.0458 -0.0272 -0.0465
H 3.7581 -3.0438 0.8310 -0.0319 -0.0151 0.0566
H 3.1514 -3.9069 -0.5693 0.0342 -0.0007 0.0309
H 2.8435 -4.5690 1.0362 0.0437 -0.0140 -0.0089
H -0.2328 -2.9798 -0.5080 0.2464 -0.1098 0.0217
H 0.6327 -4.5054 -0.3824 0.0152 0.0408 -0.0448
H 1.1945 -3.3011 -1.5464 -0.0506 -0.0032 -0.0159
```
Forces are in eV/Å.

---

# 7
Computed, not measured: 2 unconnected molecules or ions with the total composition C3H11N2 in a non-equilibrium geometry, with wB97M-V/def2-TZVPD.

Its charge is +1. As for the energy relative to the best compared isomer or geometry (same formula, charge and spin): 242.2 kJ/mol. The value obtained for the molar mass is 75.14 g/mol. For the maximum force, the calculation gives 0.0667 Eh/bohr.

The geometry in XYZ format:
```
16
Properties=species:S:1:pos:R:3:forces:R:3
C -1.3902 0.7468 0.5852 1.0002 0.8234 -1.4754
N -0.6510 1.4688 1.3928 -0.9118 0.2479 0.0466
H -1.8429 1.1802 -0.3436 0.5196 -0.0300 1.2794
H -1.7680 -0.2575 0.8128 0.3410 0.7163 0.5403
H -0.3369 1.1614 2.2939 -0.0475 -0.5109 0.2265
H -0.2799 2.3793 1.1407 -0.4602 -0.1168 -0.2084
C 1.6540 -0.0408 -0.3156 0.8684 0.1737 0.1555
N 0.1975 0.0133 -0.7206 1.2911 -3.0403 -0.9317
C -0.3418 -1.3645 -0.5940 -0.7552 -1.6784 -1.7415
H 2.3288 0.1746 -1.1724 -0.6851 0.2156 0.4074
H 1.7806 0.7732 0.4297 0.3581 -0.6819 -0.1935
H 2.0914 -1.0553 0.0519 -1.5041 1.6998 -0.2608
H 0.1640 0.2344 -1.7344 -0.0910 0.0760 0.9137
H -0.3119 -1.7620 0.4117 -0.4918 0.5661 0.5004
H 0.0116 -2.2876 -1.1318 1.2846 1.3721 -0.1863
H -1.3051 -1.3643 -1.1063 -0.7162 0.1676 0.9277
```
Forces are in eV/Å.

---

# 8
Computed, not measured: 10 unconnected molecules or ions with the total composition C4H28NO10S in a non-equilibrium geometry, with wB97M-V/def2-TZVPD.

Its charge is +1. The total energy comes out at -1374.2929 hartree. The value obtained for the molar mass is 282.33 g/mol. For the maximum force, the calculation gives 0.0442 Eh/bohr.

The geometry in XYZ format:
```
44
Properties=species:S:1:pos:R:3:forces:R:3
O -0.8781 0.7733 2.1124 -0.0908 -0.8406 0.9979
C -0.9589 -0.1764 1.3792 0.2703 1.3805 -1.7824
C -0.2972 0.0347 -0.0095 0.2767 -0.9749 -0.8498
C -0.6887 -0.8749 -1.1987 -0.1448 0.2440 0.8809
C -2.0144 -0.4919 -1.8721 0.4417 0.6631 -0.1584
S -1.8099 0.2970 -3.5060 -0.0398 -0.2621 -0.1941
N 1.2033 -0.1251 0.2193 -1.9220 0.4667 0.2095
H -1.4523 -1.1386 1.5333 0.1457 -0.0658 0.5750
H -0.3976 1.0362 -0.4135 -0.2544 0.4474 0.5646
H 0.1446 -0.7833 -1.8963 -0.1862 -0.3541 -0.2812
H -0.8127 -1.9040 -0.8688 0.4267 -0.1347 0.0029
H -2.5786 0.2255 -1.2916 -0.0934 -0.1870 0.3050
H -2.6136 -1.3891 -1.9626 -0.2532 0.0605 -0.3481
H -1.8007 1.5782 -3.1091 -0.0042 -0.1256 0.1480
H 1.5377 0.6642 0.7913 0.4819 -0.0478 -0.2919
H 1.6238 -0.1652 -0.7197 0.9192 0.0167 0.3957
H 1.3754 -0.9734 0.7565 0.6629 -0.2386 -0.1758
H 2.5087 1.7373 2.6061 -0.1664 0.2186 -0.1421
H 3.8708 1.8172 1.9338 0.0099 -0.0344 -0.1606
O 2.9931 1.4339 1.8292 0.3803 -0.3041 0.2886
H 2.8807 -1.7978 -1.3568 0.4306 0.2288 -0.2579
H 3.9102 -0.7034 -1.9711 0.0293 -0.3095 0.1323
O 3.0098 -0.8934 -1.6986 -0.5839 0.3218 0.0329
H 3.2159 -3.5591 -1.8152 -0.0775 -0.4440 -0.0929
H 1.7244 -3.9359 -1.8488 0.1060 -0.0084 -0.0866
O 2.4068 -3.5474 -1.2900 0.0517 0.0986 0.1516
H 0.4944 3.4656 -2.5749 -0.0112 -0.2183 -0.1718
H 1.0367 3.5254 -1.1813 0.1853 -0.0798 -0.1150
O 0.8037 2.8874 -1.8670 -0.1281 0.2735 0.3137
H 3.4417 -2.7056 2.0344 -0.4723 -0.2231 -0.3580
H 3.6668 -1.2598 2.1322 -0.4213 0.4214 -0.3110
O 3.0652 -1.8811 1.6924 0.6975 -0.1290 0.6009
H 0.6501 3.2742 0.9219 0.3988 0.1598 0.1177
H -0.1379 2.7354 2.0386 0.1279 -0.3229 0.3433
O 0.7723 2.9802 1.8335 -0.5450 0.2761 -0.4543
H -4.1326 -0.4930 1.0749 0.0433 -0.0387 -0.0374
H -3.7173 0.9581 0.8414 0.1049 0.0440 0.2649
O -3.3580 0.0660 0.9411 -0.5775 0.0312 -0.1906
H -0.5768 -3.3642 1.8941 0.2230 -0.1527 -0.2129
H -0.8306 -3.3440 0.3426 0.2789 -0.2098 0.3126
O -1.2381 -3.4753 1.2046 -0.4317 0.1546 0.0204
H -2.6940 1.5458 3.2057 -0.2793 -0.0997 -0.0794
H -2.1077 2.8519 2.8484 -0.1875 0.3803 0.0215
O -2.9571 2.4015 2.8443 0.1780 -0.0820 0.0725
```
Forces are in eV/Å.